1.
# C48H79BrFN3O21PS

A 9-piece molecular cluster, C48H79BrFN3O21PS overall (ωB97M-V/def2-TZVPD, OMol25).

Results
- Kohn-Sham gap: 8.18 eV

```
! wB97M-V def2-TZVPD RIJCOSX def2/J DEFGRID3
* xyz 1 1
C -1.997 -0.985 -4.306
C -1.772 0.051 -5.556
C -0.313 -0.293 -6.299
O 0.849 -0.162 -5.444
C 1.193 1.263 -5.110
F 2.699 1.220 -5.284
O 0.534 2.214 -5.970
C 0.623 3.605 -5.534
C -0.391 4.358 -6.637
C -1.748 3.435 -6.965
N -1.705 2.550 -8.045
C 2.115 4.195 -6.009
C 2.668 3.484 -7.422
O 3.485 4.199 -8.208
C 0.246 3.891 -3.964
C -1.326 4.450 -3.796
S 1.204 5.523 -3.641
N 0.572 2.774 -2.962
O -0.684 2.500 -2.440
C 1.268 3.223 -1.699
C 0.490 4.224 -0.672
C -0.301 3.449 0.583
C -1.838 4.104 0.674
N -2.907 3.002 0.593
C 0.928 1.436 -3.507
P 2.454 0.467 -2.780
O 3.817 1.569 -2.482
Br 1.844 -0.553 -0.780
H -0.956 -1.490 -4.012
H -2.784 -1.796 -4.679
H -2.421 -0.349 -3.404
H -2.608 -0.093 -6.393
H -1.791 1.183 -5.254
H -0.231 0.195 -7.376
H -0.408 -1.463 -6.536
H -0.635 5.465 -6.362
H 0.118 4.435 -7.717
H -2.719 3.455 -6.314
H -2.630 2.057 -8.106
H 2.055 5.343 -6.335
H 2.969 3.969 -5.243
H 2.359 2.424 -7.797
H -2.124 3.710 -4.221
H -1.570 4.833 -2.692
H -1.497 5.473 -4.396
H 0.412 6.391 -2.865
H -0.598 1.868 -1.670
H 2.375 3.637 -1.868
H 1.443 2.302 -0.954
H 1.376 4.785 -0.090
H -0.124 5.093 -1.139
H -0.319 2.286 0.463
H 0.198 3.733 1.629
H -1.961 4.749 1.670
H -2.075 4.835 -0.209
H -2.654 2.484 -0.287
H -3.784 3.536 0.328
H 0.074 0.617 -3.299
H 4.587 0.937 -2.260
O -4.774 -0.692 -5.229
C -5.260 0.272 -5.798
O -4.533 1.237 -6.435
C -5.414 2.262 -6.890
C -6.770 1.612 -6.976
C -6.721 0.597 -5.863
H -5.393 3.086 -6.169
H -5.077 2.634 -7.862
H -7.595 2.324 -6.884
H -6.874 1.098 -7.939
H -7.035 1.025 -4.907
H -7.312 -0.290 -6.103
O 2.335 3.602 2.687
C 1.927 4.355 3.556
O 0.706 4.966 3.534
C 0.607 5.856 4.645
C 1.613 5.353 5.647
C 2.697 4.781 4.769
H 0.834 6.871 4.301
H -0.411 5.836 5.044
H 1.967 6.131 6.329
H 1.168 4.553 6.250
H 3.429 5.540 4.479
H 3.189 3.929 5.243
O -1.914 -2.976 -1.200
C -1.552 -3.802 -2.022
O -2.123 -3.967 -3.251
C -1.524 -5.088 -3.899
C -0.186 -5.266 -3.230
C -0.459 -4.807 -1.820
H -2.175 -5.958 -3.766
H -1.421 -4.883 -4.969
H 0.193 -6.290 -3.292
H 0.553 -4.603 -3.696
H -0.833 -5.621 -1.193
H 0.424 -4.345 -1.371
O 3.240 3.492 7.815
C 4.333 4.031 7.874
O 4.675 5.156 7.180
C 6.055 5.442 7.402
C 6.402 4.749 8.693
C 5.503 3.539 8.671
H 6.632 5.056 6.555
H 6.202 6.524 7.468
H 7.464 4.503 8.778
H 6.134 5.390 9.542
H 5.965 2.698 8.146
H 5.199 3.246 9.678
O 4.144 -0.569 9.023
C 3.236 -0.522 8.210
O 2.438 -1.582 7.887
C 1.560 -1.201 6.828
C 1.490 0.303 6.891
C 2.862 0.676 7.392
H 1.978 -1.558 5.882
H 0.579 -1.661 6.979
H 1.233 0.762 5.933
H 0.735 0.608 7.626
H 3.578 0.787 6.573
H 2.833 1.579 8.006
O -1.707 -5.593 7.816
C -1.431 -4.675 8.570
O -1.009 -3.443 8.160
C -0.675 -2.658 9.303
C -1.427 -3.283 10.449
C -1.458 -4.741 10.067
H 0.410 -2.696 9.448
H -0.974 -1.619 9.138
H -0.964 -3.095 11.421
H -2.450 -2.890 10.479
H -0.569 -5.273 10.417
H -2.368 -5.230 10.423
O -0.276 -7.899 -6.030
C -1.233 -7.636 -6.740
O -1.576 -6.375 -7.133
C -2.802 -6.428 -7.861
C -2.908 -7.846 -8.359
C -2.222 -8.631 -7.269
H -3.622 -6.163 -7.185
H -2.775 -5.708 -8.683
H -3.938 -8.162 -8.543
H -2.348 -7.953 -9.296
H -2.914 -8.906 -6.469
H -1.718 -9.514 -7.667
O 2.006 -8.892 3.467
C 1.598 -8.139 4.336
O 0.377 -7.528 4.314
C 0.279 -6.639 5.425
C 1.284 -7.141 6.427
C 2.368 -7.714 5.549
H 0.506 -5.624 5.081
H -0.740 -6.658 5.824
H 1.639 -6.363 7.109
H 0.839 -7.942 7.030
H 3.101 -6.955 5.260
H 2.860 -8.566 6.023
*
```


2.
# C48H79N3O24

A 10-piece molecular cluster, C48H79N3O24 overall (ωB97M-V/def2-TZVPD, OMol25).

Results
- SMILES: Oc1ccc(O)cc1.Oc1ccc(O)cc1.Oc1ccc(O)cc1.COCCNCCOC.COCCNCCOC.COCCNCCOC.O=C1OCCO1.O=C1OCCO1.O=C1OCCO1.O=C1OCCO1
- Energy relative to the best compared isomer or geometry (same formula, charge and spin): 18.5 kcal/mol
- Kohn-Sham gap: 7.35 eV

```
! wB97M-V def2-TZVPD RIJCOSX def2/J DEFGRID3
* xyz 0 1
C -7.030 -5.587 5.410
O -6.953 -4.642 6.419
C -6.035 -3.606 6.190
C -6.251 -2.886 4.875
N -5.612 -1.569 4.861
C -4.170 -1.469 5.030
C -3.386 -2.316 4.039
O -3.706 -2.035 2.702
C -3.176 -0.813 2.265
H -7.493 -6.504 5.766
H -6.047 -5.892 5.017
H -7.579 -5.186 4.550
H -4.984 -3.926 6.284
H -6.196 -2.914 7.020
H -7.314 -2.661 4.762
H -5.912 -3.486 4.017
H -5.914 -1.065 4.040
H -3.960 -1.866 6.031
H -3.911 -0.412 5.032
H -3.601 -3.370 4.231
H -2.305 -2.211 4.207
H -2.253 -0.483 2.765
H -3.820 0.070 2.213
H -2.757 -0.997 1.265
C -3.723 -10.373 0.686
O -3.595 -9.020 0.314
C -2.572 -8.306 0.969
C -2.817 -6.826 0.715
N -1.647 -5.998 0.963
C -1.738 -4.702 0.361
C -0.391 -4.011 0.395
O -0.372 -2.806 -0.360
C -0.264 -3.008 -1.753
H -4.720 -10.548 1.084
H -2.940 -10.659 1.396
H -3.551 -11.016 -0.184
H -1.563 -8.671 0.702
H -2.598 -8.500 2.056
H -3.583 -6.531 1.437
H -3.203 -6.727 -0.307
H -0.801 -6.490 0.699
H -2.491 -4.104 0.892
H -2.158 -4.663 -0.663
H 0.413 -4.671 0.047
H -0.142 -3.742 1.424
H -1.256 -3.006 -2.222
H 0.212 -3.962 -1.999
H 0.294 -2.219 -2.261
C 5.988 0.634 3.807
O 6.381 0.949 2.478
C 5.288 1.335 1.650
C 5.886 1.934 0.397
N 6.817 1.040 -0.233
C 7.266 1.524 -1.507
C 7.993 0.534 -2.385
O 9.225 0.106 -1.828
C 10.213 1.094 -1.826
H 6.916 0.541 4.363
H 5.480 -0.340 3.814
H 5.303 1.395 4.189
H 4.739 2.116 2.194
H 4.664 0.449 1.491
H 6.334 2.891 0.722
H 5.080 2.202 -0.294
H 7.471 0.731 0.472
H 7.741 2.522 -1.479
H 6.338 1.766 -2.047
H 8.219 1.099 -3.305
H 7.386 -0.343 -2.576
H 10.288 1.547 -2.823
H 11.172 0.637 -1.584
H 10.031 1.862 -1.065
C 1.952 2.303 3.174
C 1.920 0.951 2.881
C 1.185 0.091 3.694
C 0.503 0.633 4.767
C 0.365 2.003 4.942
C 1.172 2.848 4.179
O 1.202 4.214 4.389
O 1.350 -1.271 3.628
H 2.529 2.994 2.569
H 2.460 0.524 2.047
H 0.062 -0.012 5.521
H -0.150 2.379 5.818
H 1.229 4.360 5.339
H 2.158 -1.444 3.134
C 1.208 5.628 0.758
C 2.051 6.258 1.666
C 1.520 7.089 2.646
C 0.164 7.373 2.657
C -0.691 6.744 1.755
C -0.167 5.862 0.818
O -1.009 5.323 -0.113
O 2.259 7.578 3.684
H 1.660 5.131 -0.093
H 3.127 6.114 1.671
H -0.189 8.059 3.416
H -1.758 6.780 1.931
H -0.519 4.793 -0.765
H 3.163 7.261 3.731
C -0.572 1.638 -1.714
C -0.184 0.466 -1.094
C 1.123 0.302 -0.618
C 2.001 1.355 -0.716
C 1.644 2.503 -1.428
C 0.329 2.696 -1.797
O -0.065 3.898 -2.326
O 1.496 -0.848 -0.028
H -1.563 1.796 -2.119
H -0.971 -0.249 -0.868
H 3.009 1.260 -0.331
H 2.374 3.296 -1.529
H -0.932 3.855 -2.764
H 0.810 -1.530 -0.163
C 5.131 0.446 -6.070
C 5.324 -0.085 -4.653
O 4.738 0.896 -3.812
C 4.221 1.892 -4.566
O 3.601 2.803 -4.108
O 4.397 1.665 -5.890
H 4.492 -0.212 -6.663
H 6.020 0.510 -6.701
H 6.388 -0.220 -4.451
H 4.868 -1.062 -4.516
C -4.384 1.573 -1.401
C -5.671 1.928 -2.162
O -5.619 1.060 -3.288
C -4.604 0.159 -3.151
O -4.387 -0.712 -3.929
O -3.875 0.428 -2.065
H -4.538 1.413 -0.337
H -3.632 2.354 -1.519
H -5.658 2.988 -2.420
H -6.570 1.754 -1.572
C -4.580 4.179 -6.094
C -3.959 2.763 -6.042
O -3.254 2.746 -4.798
C -3.235 3.985 -4.248
O -2.626 4.253 -3.266
O -3.979 4.845 -4.944
H -5.636 4.179 -5.843
H -4.343 4.727 -6.998
H -3.313 2.584 -6.897
H -4.779 2.048 -5.990
C -0.505 1.035 -5.363
C -1.374 -0.105 -4.848
O -0.446 -1.046 -4.342
C 0.801 -0.699 -4.738
O 1.754 -1.374 -4.515
O 0.802 0.462 -5.412
H -0.492 1.887 -4.673
H -0.824 1.480 -6.305
H -2.006 -0.532 -5.640
H -2.147 0.161 -4.126
*
```


3.
# C48H84N12

A 12-piece molecular cluster, C48H84N12 overall (ωB97M-V/def2-TZVPD, OMol25).

Results
- SMILES: CCCC#N.CCCC#N.CCCC#N.CCCC#N.CCCC#N.CCCC#N.CCCC#N.CCCC#N.CCCC#N.CCCC#N.CCCC#N.CCCC#N
- Energy relative to the best compared isomer or geometry (same formula, charge and spin): 149.7 kcal/mol
- Kohn-Sham gap: 11.31 eV

```
! wB97M-V def2-TZVPD RIJCOSX def2/J DEFGRID3
* xyz 0 1
C -6.959 -3.848 6.737
C -5.403 -3.729 6.908
C -4.524 -3.778 5.591
C -4.843 -2.695 4.646
N -5.184 -1.924 3.839
H -7.370 -4.759 6.303
H -7.327 -2.993 6.169
H -7.390 -3.805 7.738
H -5.005 -4.566 7.481
H -5.265 -2.813 7.483
H -4.813 -4.662 5.023
H -3.464 -3.643 5.811
C 6.573 2.819 -2.064
C 7.731 3.531 -2.813
C 9.133 2.851 -2.840
C 9.658 2.708 -1.429
N 10.129 2.599 -0.358
H 5.706 3.299 -2.519
H 6.491 3.192 -1.043
H 6.571 1.730 -2.100
H 7.814 4.559 -2.461
H 7.489 3.510 -3.876
H 9.759 3.460 -3.492
H 9.091 1.911 -3.389
C -4.168 4.097 10.928
C -2.765 4.523 10.595
C -2.343 4.129 9.190
C -2.230 2.699 8.909
N -2.108 1.551 8.649
H -4.188 3.008 10.955
H -4.853 4.648 10.282
H -4.337 4.411 11.958
H -2.180 3.958 11.321
H -2.575 5.590 10.711
H -1.348 4.446 8.878
H -3.081 4.380 8.428
C 5.562 6.999 2.840
C 4.428 6.362 3.684
C 3.281 7.348 3.830
C 2.438 7.407 2.660
N 1.768 7.565 1.734
H 6.001 7.952 3.134
H 5.290 7.139 1.794
H 6.444 6.359 2.845
H 4.960 6.252 4.629
H 4.177 5.386 3.269
H 3.699 8.263 4.249
H 2.563 7.092 4.609
C -0.797 -12.459 -0.118
C -1.288 -10.987 -0.310
C -0.692 -10.031 0.682
C -0.894 -8.624 0.324
N -1.066 -7.468 0.228
H -0.992 -12.907 0.857
H 0.266 -12.572 -0.330
H -1.331 -12.978 -0.914
H -2.360 -10.887 -0.479
H -1.088 -10.837 -1.371
H 0.386 -9.955 0.828
H -1.167 -10.166 1.654
C 5.731 -1.548 -8.822
C 6.238 -1.593 -10.346
C 5.351 -2.458 -11.272
C 6.015 -2.605 -12.521
N 6.554 -2.693 -13.517
H 5.007 -0.756 -8.630
H 6.414 -1.423 -7.983
H 5.208 -2.494 -8.683
H 7.255 -1.950 -10.185
H 6.202 -0.602 -10.798
H 4.357 -2.053 -11.460
H 5.184 -3.408 -10.765
C -1.370 0.201 -10.355
C -2.784 0.553 -10.711
C -3.089 2.022 -10.814
C -2.297 2.735 -11.815
N -1.686 3.307 -12.558
H -1.167 -0.855 -10.532
H -1.225 0.539 -9.329
H -0.566 0.518 -11.019
H -3.420 0.121 -9.938
H -3.087 0.118 -11.663
H -2.948 2.634 -9.924
H -4.147 2.121 -11.056
C 4.895 -0.926 4.401
C 5.902 -1.591 5.409
C 6.561 -0.439 6.308
C 7.772 -0.677 6.998
N 8.748 -0.822 7.576
H 4.196 -0.402 5.052
H 4.319 -1.605 3.772
H 5.364 -0.130 3.823
H 6.731 -2.059 4.877
H 5.391 -2.323 6.034
H 5.908 -0.141 7.129
H 6.799 0.440 5.709
C -7.274 6.601 4.760
C -6.309 7.591 4.129
C -5.958 7.226 2.681
C -7.177 7.250 1.821
N -8.129 7.343 1.184
H -6.806 5.629 4.913
H -8.216 6.554 4.214
H -7.517 6.797 5.804
H -5.323 7.692 4.581
H -6.767 8.569 4.280
H -5.598 6.199 2.629
H -5.387 7.993 2.158
C -0.491 2.313 1.595
C -0.091 2.082 0.110
C -0.746 0.942 -0.491
C 0.054 0.590 -1.664
N 0.790 0.329 -2.555
H -0.066 1.541 2.237
H -1.569 2.168 1.664
H -0.298 3.292 2.034
H 0.994 2.048 0.009
H -0.145 2.967 -0.524
H -1.715 1.273 -0.865
H -0.921 0.171 0.259
C 4.666 -6.701 -2.588
C 4.285 -5.964 -3.895
C 2.790 -6.076 -4.366
C 2.502 -7.573 -4.541
N 2.343 -8.692 -4.727
H 3.908 -6.550 -1.818
H 5.686 -6.447 -2.299
H 4.657 -7.753 -2.870
H 4.917 -6.327 -4.706
H 4.544 -4.923 -3.704
H 2.731 -5.595 -5.342
H 2.087 -5.676 -3.635
C -8.795 1.236 -1.264
C -8.499 0.190 -2.316
C -8.699 -1.225 -1.704
C -10.000 -1.504 -1.144
N -11.000 -1.790 -0.660
H -9.712 1.226 -0.675
H -8.784 2.223 -1.727
H -7.980 1.214 -0.542
H -7.526 0.322 -2.790
H -9.217 0.315 -3.127
H -7.998 -1.511 -0.919
H -8.571 -1.985 -2.474
*
```


So what do the calculations give for HOMO level? Going down the list: -10.7979, -7.2407, -11.3615 eV.